Entry 1:
Computed, not measured: one molecule with the formula C6H12 in a non-equilibrium geometry, with ωB97M-V with the def2-TZVPD basis set.

The geometry in ORCA input format:
```
! wB97M-V def2-TZVPD RIJCOSX def2/J DEFGRID3
* xyz 0 1
C -1.501 0.751 -1.995
C -1.057 -0.562 -1.114
C 0.263 -0.081 -0.557
C 0.677 -0.170 0.719
C -0.212 -0.684 1.844
C 1.963 0.537 1.089
H -0.540 1.124 -2.576
H -2.277 0.694 -2.838
H -1.637 1.599 -1.351
H -1.054 -1.487 -1.719
H -1.734 -0.569 -0.217
H 0.814 0.605 -1.329
H 0.485 -1.266 2.640
H -1.069 -1.461 1.392
H -0.714 0.078 2.555
H 2.783 -0.316 1.250
H 1.834 1.086 2.056
H 2.313 1.167 0.221
*
```

Output
Relative energy (zero: lowest compared OMol25 entry of this formula, charge and spin) ... 58.25 kcal per mole
Frontier orbital gap ... 9.9 eV
E_HOMO ... -8.79 eV
SMILES ... CCC=C(C)C
Largest force on an atom ... 3.6 eV/Å

=====

Entry 2:
Computed, not measured: one molecule with the formula C6H12, with ωB97M-V with the def2-TZVPD basis set.

The geometry in ORCA input format:
```
! wB97M-V def2-TZVPD RIJCOSX def2/J DEFGRID3
* xyz 0 1
C -2.586 -0.130 -0.145
C -1.361 0.372 0.616
C -0.069 0.096 -0.131
C 1.222 0.559 0.547
C 2.378 -0.068 -0.271
C 1.925 -1.493 -0.416
H -2.676 0.367 -1.118
H -2.523 -1.210 -0.331
H -3.507 0.058 0.416
H -1.449 1.450 0.807
H -1.305 -0.121 1.595
H -0.112 0.497 -1.154
H 1.307 1.654 0.601
H 1.254 0.170 1.570
H 3.306 -0.054 0.318
H 2.528 0.513 -1.195
H 0.018 -1.003 -0.226
H 1.650 -1.657 -1.483
*
```

Output
Relative energy (zero: lowest compared OMol25 entry of this formula, charge and spin) ... 101.51 kcal per mole
Frontier orbital gap ... 8.6 eV
E_HOMO ... -8.62 eV
Largest force on an atom ... 0.4 eV/Å

=====

Entry 3:
Computed, not measured: one molecule with the formula C6H12, with ωB97M-V with the def2-TZVPD basis set.

The geometry in ORCA input format:
```
! wB97M-V def2-TZVPD RIJCOSX def2/J DEFGRID3
* xyz 0 1
C -0.394 -0.756 2.319
C -0.597 -1.029 0.874
C 0.674 -1.008 0.125
C 0.618 -0.492 -1.314
C 0.405 1.023 -1.363
C -0.960 1.452 -0.826
H 0.641 -0.635 2.682
H -0.941 -1.473 2.942
H -0.926 0.196 2.484
H -1.746 0.770 -1.166
H 0.834 -2.109 0.106
H 1.549 -0.584 0.657
H 1.554 -0.747 -1.825
H -0.199 -0.993 -1.848
H 1.202 1.519 -0.790
H 0.515 1.366 -2.399
H -0.993 1.448 0.269
H -1.222 2.463 -1.152
*
```

Output
Relative energy (zero: lowest compared OMol25 entry of this formula, charge and spin) ... 86.50 kcal per mole
Frontier orbital gap ... 8.7 eV
E_HOMO ... -8.15 eV
Largest force on an atom ... 0.4 eV/Å

=====

Entry 4:
Computed, not measured: C6H12B2F11N2O6Tl as an isolated structure in a non-equilibrium geometry, with ωB97M-V with the def2-TZVPD basis set.

The geometry in ORCA input format:
```
! wB97M-V def2-TZVPD RIJCOSX def2/J DEFGRID3
* xyz 0 1
Tl -6.077 -19.775 0.651
C -2.380 -23.035 -3.334
O -3.131 -24.237 -3.586
O -3.246 -22.200 -2.571
C -1.072 -23.402 -2.607
F -0.361 -24.447 -3.079
F -0.223 -22.374 -2.550
F -1.214 -23.780 -1.242
C -3.279 -24.705 -4.893
C -4.062 -26.052 -4.837
H -4.884 -25.900 -4.137
H -4.346 -26.244 -5.871
H -3.486 -26.913 -4.500
H -2.324 -24.937 -5.365
H -3.783 -23.883 -5.402
H -1.996 -22.514 -4.211
B -10.386 -17.444 3.687
F -11.290 -18.450 3.294
F -10.906 -16.259 3.376
F -10.088 -17.496 4.979
F -9.235 -17.663 2.924
B -6.108 -21.738 4.954
F -5.755 -21.655 6.310
F -6.945 -20.683 4.615
F -5.084 -21.857 4.042
F -6.918 -22.886 4.801
C -11.551 -16.015 -1.548
N -11.161 -17.472 -1.621
O -10.071 -17.850 -1.076
O -12.044 -18.221 -2.045
H -12.094 -15.766 -2.459
H -10.610 -15.470 -1.471
H -12.295 -15.896 -0.761
C -5.737 -17.815 -5.998
N -6.551 -17.475 -4.857
O -6.175 -17.847 -3.688
O -7.561 -16.769 -5.082
H -6.176 -17.799 -6.996
H -5.209 -18.746 -5.791
H -4.954 -17.061 -5.909
*
```

Output
Frontier orbital gap ... 1.4 eV
E_HOMO ... -10.22 eV
Largest force on an atom ... 5.8 eV/Å

=====

Entry 5:
Computed, not measured: one molecule with the formula C6H12BNO in a non-equilibrium geometry, with ωB97M-V with the def2-TZVPD basis set.

The geometry in ORCA input format:
```
! wB97M-V def2-TZVPD RIJCOSX def2/J DEFGRID3
* xyz 0 1
B 2.193 -0.509 -0.188
C -1.000 -1.361 -0.610
C -1.887 -0.538 -0.032
C -1.270 0.728 0.500
C 0.057 0.987 -0.203
C 3.156 0.805 0.206
C -3.378 -0.562 0.164
N 0.909 -0.118 -0.323
O 2.553 -1.817 -0.345
H -1.032 -2.274 -1.069
H -1.776 1.697 0.345
H -1.131 0.707 1.574
H -0.101 1.438 -1.250
H 0.556 1.745 0.402
H 3.252 1.464 -0.697
H 4.080 0.240 0.538
H 2.758 1.385 0.924
H -3.739 -0.788 1.187
H -3.856 -1.447 -0.433
H -3.807 0.357 -0.257
H 3.464 -2.140 -0.430
*
```

Output
Relative energy (zero: lowest compared OMol25 entry of this formula, charge and spin) ... 54.73 kcal per mole
Frontier orbital gap (alpha / beta) ... 8.9 / 8.9 eV
E_HOMO (alpha / beta) ... -8.79 / -8.80 eV
Largest force on an atom ... 5.9 eV/Å

=====

Entry 6:
Computed, not measured: C6H12Br as an isolated structure in a non-equilibrium geometry, with ωB97M-V with the def2-TZVPD basis set.

The geometry in ORCA input format:
```
! wB97M-V def2-TZVPD RIJCOSX def2/J DEFGRID3
* xyz 0 2
Br 1.760 -3.283 0.000
H -0.359 -2.346 0.000
C 0.085 -1.278 0.000
C 0.005 -0.530 -1.316
C -0.483 0.945 -1.246
C 0.010 1.671 0.000
C -0.483 0.945 1.246
C 0.005 -0.530 1.316
H 1.289 -1.847 0.000
H 1.025 -0.475 -1.713
H -0.632 -1.068 -2.044
H -0.133 1.472 -2.133
H -1.577 1.023 -1.278
H 1.101 1.617 0.000
H -0.298 2.732 0.000
H -0.133 1.472 2.133
H -1.577 1.023 1.278
H -0.632 -1.068 2.044
H 1.025 -0.475 1.713
*
```

Output
Relative energy (zero: lowest compared OMol25 entry of this formula, charge and spin) ... 33.16 kcal per mole
Frontier orbital gap (alpha / beta) ... 9.2 / 8.7 eV
E_HOMO (alpha / beta) ... -8.19 / -9.82 eV
Largest force on an atom ... 3.4 eV/Å

=====

Entry 7:
Computed, not measured: one molecule with the formula C6H12Br2O2 in a non-equilibrium geometry, with ωB97M-V with the def2-TZVPD basis set.

The geometry in ORCA input format:
```
! wB97M-V def2-TZVPD RIJCOSX def2/J DEFGRID3
* xyz 0 1
Br -0.769 4.820 1.602
C 0.052 3.016 1.631
O -0.098 2.477 0.324
C 0.476 1.172 0.205
C 0.152 0.719 -1.239
C 0.792 -0.613 -1.661
C -0.055 -1.803 -1.141
O 0.238 -1.966 0.243
C -0.687 -2.772 1.031
Br -2.511 -1.997 1.135
H 1.136 3.015 1.911
H -0.470 2.324 2.328
H 1.575 1.240 0.374
H 0.018 0.482 0.940
H 0.540 1.497 -1.892
H -0.945 0.720 -1.368
H 0.758 -0.642 -2.743
H 1.843 -0.623 -1.314
H -1.148 -1.694 -1.262
H 0.175 -2.722 -1.680
H -0.320 -2.909 2.069
H -0.749 -3.740 0.508
*
```

Output
Relative energy (zero: lowest compared OMol25 entry of this formula, charge and spin) ... 8.90 kcal per mole
Frontier orbital gap ... 10.7 eV
E_HOMO ... -10.03 eV
SMILES ... BrCOCCCCOCBr
Largest force on an atom ... 2.4 eV/Å

=====

Entry 8:
Computed, not measured: a 3-piece molecular cluster, C6H12Br2O6 overall in a non-equilibrium geometry, with ωB97M-V with the def2-TZVPD basis set.

The geometry in ORCA input format:
```
! wB97M-V def2-TZVPD RIJCOSX def2/J DEFGRID3
* xyz 0 1
O -0.966 0.959 -2.842
C -0.067 1.598 -3.300
O 0.445 1.481 -4.537
C 0.360 2.799 -2.485
O -0.421 2.947 -1.378
O 1.727 2.585 -2.189
O 0.216 3.858 -3.344
H 0.139 0.676 -4.901
H -0.594 3.896 -1.101
H 2.019 3.109 -1.465
H 0.685 3.822 -4.142
C 0.215 -2.528 3.106
C -0.079 -2.732 1.593
C 0.276 -1.501 0.819
C -0.356 -0.386 0.634
O 0.185 0.659 0.020
Br -2.193 -0.048 1.189
H -0.134 -3.398 3.689
H 1.193 -2.158 3.264
H -0.485 -1.725 3.642
H -1.038 -2.898 1.345
H 0.517 -3.559 1.366
H 1.231 -1.477 0.482
H -0.560 1.014 -0.510
Br 0.544 4.445 1.293
H 0.663 3.134 0.898
*
```

Output
Relative energy (zero: lowest compared OMol25 entry of this formula, charge and spin) ... 0.00 kcal per mole
Frontier orbital gap ... 9.2 eV
E_HOMO ... -8.80 eV
SMILES ... O=C(O)C(O)(O)O.CC/C=C(/O)Br.Br
Largest force on an atom ... 4.4 eV/Å

=====

Entry 9:
Computed, not measured: an isolated ion of composition C6H12BrN3 and charge +2 in a non-equilibrium geometry, with ωB97M-V with the def2-TZVPD basis set.

The geometry in ORCA input format:
```
! wB97M-V def2-TZVPD RIJCOSX def2/J DEFGRID3
* xyz 2 1
C 0.760 -2.031 -0.725
C 0.299 -0.589 -1.038
C -1.244 -0.525 -1.215
N -2.085 -0.300 -0.244
C -1.659 0.373 0.867
N -2.434 0.403 1.890
C -0.263 1.096 0.873
Br -0.708 2.902 -0.136
N 0.834 0.248 0.061
C 1.982 1.104 -0.363
H 0.349 -2.487 0.234
H 1.901 -2.094 -0.475
H 0.711 -2.821 -1.363
H 0.619 -0.391 -2.008
H -1.725 -0.960 -2.123
H -2.103 1.074 2.683
H -3.324 -0.070 1.751
H 0.028 1.311 1.937
H 1.236 -0.349 0.712
H 1.721 1.593 -1.268
H 2.042 1.805 0.431
H 3.062 0.711 -0.481
*
```

Output
Relative energy (zero: lowest compared OMol25 entry of this formula, charge and spin) ... 44.68 kcal per mole
Frontier orbital gap ... 9.1 eV
E_HOMO ... -18.78 eV
SMILES ... C[C@H]1C=NC(=[NH2+])[C@H](Br)[N@@H+]1C
Largest force on an atom ... 5.0 eV/Å

=====

Question: largest force on an atom of number 2 (C6H12)?
Answer: 0.4 eV/Å

=====

Question: Look up the largest force on an atom of the fourth one.
Answer: 5.8 eV/Å

=====

Question: What is the formula in the eighth record?
Answer: C6H12Br2O6